Entry from the Open Molecules 2025 dataset: a structure of composition C9H9N2 in a non-equilibrium geometry (wB97M-V/def2-TZVPD).

Element x y z (Å)
1 C 0.8581 -1.7020 0.3065
2 C 2.2657 -1.5978 0.1404
3 C 2.1890 0.6918 -0.0643
4 C 0.1432 -0.5877 0.1276
5 C 0.8115 0.6257 0.1156
6 C -1.6498 0.8680 -0.1726
7 C -1.3254 -0.3963 0.0523
8 C 0.0514 2.9680 0.2383
9 C -2.3368 -1.5115 -0.0107
10 N 2.8624 -0.4517 -0.1155
11 N -0.0002 1.7443 -0.0095
12 H 0.5863 -2.7304 0.1820
13 H 2.8693 -2.4435 -0.0471
14 H 2.9468 1.4907 -0.3723
15 H -2.4945 1.4034 -0.5203
16 H -0.8301 3.5421 0.0776
17 H 1.0065 3.5045 0.3033
18 H -3.3200 -1.3244 -0.4082
19 H -2.5265 -1.8917 0.9979
20 H -2.1068 -2.2015 -0.8210

**Charge**: +1
**Energy**: -12448.9218 eV
**Energy above the lowest of the compared OMol25 structures with the same formula, charge and spin**: 448.7 kJ/mol
**Frontier orbital gap**: 8.5588 eV

natural (NBO) analysis output, partial charges in e:
1 C -0.225
2 C 0.109
3 C 0.048
4 C -0.017
5 C 0.037
6 C 0.071
7 C -0.006
8 C 0.092
9 C -0.667
10 N -0.388
11 N -0.248
12 H 0.253
13 H 0.218
14 H 0.253
15 H 0.248
16 H 0.221
17 H 0.227
18 H 0.257
19 H 0.261
20 H 0.258